Record 1
DFT (ωB97M-V/def2-TZVPD) results for C38H37FeN11PSSe as an isolated structure.

```
! wB97M-V def2-TZVPD RIJCOSX def2/J DEFGRID3
* xyz 2 6
Fe -1.14241 -0.08216 0.13531
C 3.42767 3.92094 -2.57194
C 2.96845 3.79666 -1.27099
C 2.14699 2.73218 -0.92432
C 1.79198 1.78808 -1.88043
C 2.26293 1.91144 -3.18954
C 3.07270 2.97882 -3.53143
P 0.67824 0.38913 -1.54312
C 1.64275 -1.04501 -2.08638
C 3.00895 -0.91882 -1.79683
C 3.88843 -1.95991 -2.03202
C 3.41126 -3.14151 -2.57466
C 2.06251 -3.27422 -2.86559
C 1.15766 -2.25013 -2.62131
C -0.79823 0.91183 -2.50873
C -1.21291 0.69724 -3.81142
C -2.35456 1.35344 -4.26436
C -3.06797 2.22498 -3.44266
C -2.64158 2.47387 -2.14954
C -1.50110 1.81610 -1.69652
H 4.06783 4.75012 -2.84079
H 3.24880 4.52549 -0.52242
H 1.79912 2.63911 0.09373
H 2.00837 1.17206 -3.94068
H 3.43423 3.07319 -4.54617
H 3.39414 0.00344 -1.38403
H 4.93584 -1.84130 -1.79274
H 4.08605 -3.96339 -2.77251
H 1.68288 -4.20138 -3.27423
H -0.90865 -1.73678 -2.51577
H -0.67552 0.00524 -4.44864
H -2.69309 1.18339 -5.27812
H -3.95147 2.71973 -3.82206
H -3.16362 3.16912 -1.50531
Se -7.53464 -2.17882 3.67033
N -7.02382 -2.24032 1.98241
C -5.84740 -1.66562 1.91808
C -5.08991 -1.51050 0.68041
C -5.57800 -1.93151 -0.56055
C -4.81253 -1.72226 -1.68570
C -3.56690 -1.11687 -1.54778
N -3.08541 -0.72779 -0.37404
C -3.83918 -0.90791 0.73350
C -3.29930 -0.40228 2.00154
N -2.08865 0.20144 1.96807
C -1.59192 0.72533 3.08129
C -2.26624 0.67431 4.29779
C -3.48844 0.04372 4.35016
C -4.02437 -0.50652 3.18163
C -5.32298 -1.17055 3.14946
N -6.07496 -1.34599 4.20882
H -6.55064 -2.40333 -0.60926
H -5.15907 -2.01796 -2.66532
H -2.93847 -0.93697 -2.41118
H -0.60394 1.16108 2.99239
H -1.82356 1.11469 5.17938
H -4.05061 -0.03450 5.27161
N -0.76061 2.86519 0.47611
C -0.92210 2.01259 -0.36223
H -0.30712 2.72928 1.37510
C 2.67180 0.18566 1.51284
N 1.68904 0.75383 2.46561
C 2.30695 1.95629 3.07112
N 3.57848 1.67601 3.71698
C 4.48903 1.11090 2.71676
N 3.95292 -0.12034 2.12431
C 3.72381 -1.09039 3.20075
N 2.79431 -0.56921 4.20640
C 1.53698 -0.24998 3.55214
C 3.35793 0.66730 4.75806
H 2.83114 0.90796 0.71009
H 2.25150 -0.73042 1.09264
H 1.61404 2.36670 3.81245
H 2.46644 2.70515 2.28984
H 5.44535 0.88969 3.19073
H 4.65155 1.84646 1.92539
H 4.67478 -1.32077 3.68124
H 3.31221 -2.00693 2.77337
H 0.84885 0.14487 4.30470
H 1.11124 -1.15812 3.11872
H 4.30855 0.44035 5.24054
H 2.67410 1.07052 5.50761
N -0.40952 -2.25257 -4.45334
C -0.28558 -2.48881 -3.02391
N -0.66828 -3.84357 -2.66291
S -0.05320 -2.00000 0.41617
H -1.33223 -2.52353 -4.78007
H 0.25717 -2.83174 -4.95425
H -1.60645 -4.06154 -2.97581
H -0.60876 -4.00268 -1.66399
*
```

Values from the calculation:
- Relative energy (zero: lowest compared OMol25 entry of this formula, charge and spin): 3.147 eV
- Total energy: -6476.6997 Eh

***

Record 2
DFT (ωB97M-V/def2-TZVPD) results for CH4INS in the gas phase in a non-equilibrium geometry.

```
! wB97M-V def2-TZVPD RIJCOSX def2/J DEFGRID3
* xyz 0 1
C 0.06842 -0.74925 -0.28793
N -0.34517 1.93253 0.09583
S -0.87582 0.74426 -0.76334
I -3.57303 -0.17830 0.09112
H -0.59893 -1.49125 0.13374
H 0.81828 -0.66978 0.36376
H 0.47561 -1.16813 -1.15605
H -0.91577 2.81890 -0.18645
*
```

Values from the calculation:
- Relative energy (zero: lowest compared OMol25 entry of this formula, charge and spin): 1.487 eV
- Total energy: -791.0618 Eh

***

Record 3
DFT (ωB97M-V/def2-TZVPD) results for a 4-piece molecular cluster, C3H14O4 overall in a non-equilibrium geometry.

```
! wB97M-V def2-TZVPD RIJCOSX def2/J DEFGRID3
* xyz 1 2
C 2.05257 0.99036 0.82464
C 1.81899 0.05607 -0.35715
C 1.11671 0.66535 -1.61221
O 1.16738 -1.07135 0.00888
H 2.96857 0.64436 1.31971
H 1.22311 0.96038 1.52614
H 2.22735 2.01882 0.51777
H 2.83513 -0.21723 -0.77000
H 0.40850 -0.00696 -2.08701
H 1.83186 0.91671 -2.34742
H 0.56293 1.49488 -1.16976
H 1.20042 -1.17088 0.98201
H -1.51863 1.27852 0.93205
H -1.63871 1.89884 -0.44213
O -1.19597 2.02960 0.40447
H -2.02480 -3.32170 0.57362
H -1.65245 -2.73549 -0.81106
O -2.36157 -2.79517 -0.16146
H -3.75833 -0.34274 0.86596
H -2.43327 -1.03584 0.68766
O -2.82981 -0.25654 1.11529
*
```

Values from the calculation:
- Relative energy (zero: lowest compared OMol25 entry of this formula, charge and spin): 1.018 eV
- Total energy: -423.2838 Eh

***

> Which value of relative energy (zero: lowest compared OMol25 entry of this formula, charge and spin) does entry 2 give?

1.487 eV

***

> What is the total energy in the second record?

-791.0618 Eh